# 1
DFT (wB97M-V/def2-TZVPD) results for a molecular structure, C5H14N2 at a distorted geometry.

```
21
Properties=species:S:1:pos:R:3:forces:R:3
C -0.375 -0.297 -0.364 3.40 -1.45 -2.32
C 0.597 0.397 0.459 -4.01 3.08 4.49
C -1.124 -1.493 0.161 0.50 -0.16 -0.06
C 1.357 -1.023 -1.262 -1.82 -0.80 -0.64
C -0.614 1.018 1.859 2.04 -0.56 -1.09
N -1.047 0.442 -1.307 -0.40 0.54 -0.01
N 1.058 1.669 -0.044 0.37 -0.34 -0.26
H 1.241 -0.201 1.090 0.14 -0.23 -0.40
H -1.751 -0.010 -1.871 0.08 0.27 0.31
H -1.059 1.450 -1.208 0.06 -0.34 -0.16
H 1.713 2.102 0.600 -0.21 -0.11 -0.04
H 1.527 1.592 -0.943 -0.02 -0.25 0.05
H -2.096 -1.198 0.565 0.13 0.16 -0.02
H -0.557 -1.990 0.948 0.00 -0.06 -0.06
H -1.303 -2.208 -0.647 0.03 0.01 0.05
H 1.311 -2.079 -0.987 0.05 -0.07 -0.11
H 2.389 -0.689 -1.135 -0.24 0.49 0.67
H 1.136 -0.904 -2.324 -0.17 -0.17 -0.03
H -1.317 1.751 1.461 0.17 -0.09 -0.11
H -1.137 0.198 2.354 0.05 -0.10 -0.21
H 0.051 1.473 2.596 -0.14 0.18 -0.05
```
Forces are in eV/Å.

As for the highest occupied orbital energy: -7.104 eV. The value obtained for the LUMO energy is 0.0373 Ha. The HOMO-LUMO gap comes out at 8.12 eV. Its net charge is 0. As for the energy relative to the best compared isomer or geometry (same formula, charge and spin): 87.2 kcal per mole. The value obtained for the energy is -8388.8384 eV.

=====

# 2
DFT (wB97M-V/def2-TZVPD) results for a molecular structure, H6N2Si at a distorted geometry.

```
9
Properties=species:S:1:pos:R:3:forces:R:3
N -1.803 -0.104 -0.116 3.49 2.11 -0.31
N -0.259 0.965 0.092 -4.29 -0.39 -1.16
Si 1.147 -0.091 0.081 -0.06 2.51 -0.16
H -2.049 -0.312 0.841 0.27 0.04 0.49
H -1.290 -0.911 -0.467 -0.38 -0.26 0.00
H -0.662 1.732 -0.571 1.74 -2.08 1.56
H 1.482 -0.606 -1.150 0.16 -1.08 -2.36
H 0.962 -1.178 0.918 -0.61 -1.40 1.46
H 2.472 0.505 0.372 -0.33 0.55 0.48
```
Forces are in eV/Å.

As for the highest occupied orbital energy: -9.827 eV. The value obtained for the LUMO energy is 0.0126 Ha. The HOMO-LUMO gap comes out at 10.17 eV. Its net charge is 0. As for the energy relative to the best compared isomer or geometry (same formula, charge and spin): 38.9 kcal per mole. The value obtained for the energy is -10952.0554 eV.

=====

# 3
DFT (wB97M-V/def2-TZVPD) results for 2 unconnected molecules or ions with the total composition C2HBrO2 at a distorted geometry.

```
6
Properties=species:S:1:pos:R:3:forces:R:3
C -0.347 0.839 -1.060 2.25 1.35 -0.11
C 0.631 -0.382 0.739 -0.71 -0.30 1.02
O 0.592 1.436 -1.411 -1.37 -0.36 -0.46
O -1.245 0.274 -0.600 -1.08 -0.44 -0.39
Br 0.573 -2.258 0.948 -0.21 0.97 0.16
H -0.205 0.090 1.384 1.13 -1.21 -0.22
```
Forces are in eV/Å.

As for the highest occupied orbital energy: -9.334 eV. The value obtained for the LUMO energy is -0.0411 Ha. The HOMO-LUMO gap comes out at 8.21 eV. Its net charge is 0. As for the energy relative to the best compared isomer or geometry (same formula, charge and spin): 29.9 kcal per mole. The value obtained for the energy is -76224.2214 eV.

=====

# 4
DFT (wB97M-V/def2-TZVPD) results for 2 unconnected molecules or ions with the total composition C5H11NO2 at a distorted geometry.

```
19
Properties=species:S:1:pos:R:3:forces:R:3
C 1.566 0.567 0.274 1.26 -0.57 -0.44
C 0.955 -0.384 1.312 -0.76 0.74 0.27
C -0.488 -0.055 1.599 0.48 0.76 -1.07
C -1.553 -0.793 1.339 -0.15 -0.91 0.84
C 0.962 0.492 -1.110 0.20 0.52 -0.06
N -0.126 1.264 -1.342 -0.39 0.37 -0.17
O 1.444 -0.193 -1.996 -0.26 -0.35 0.13
H 1.723 1.599 0.590 -0.68 0.09 0.29
H 2.592 0.222 0.121 -0.01 -0.06 -0.05
H 1.474 -0.166 2.246 0.28 -0.39 0.05
H 1.091 -1.423 1.026 0.08 -0.08 -0.03
H -0.570 1.009 1.834 -0.44 -0.20 0.57
H -2.554 -0.550 1.676 -0.01 0.48 -0.36
H -1.456 -1.821 0.999 0.17 0.06 -0.07
H -0.528 1.925 -0.700 0.23 -0.21 0.22
H -0.590 1.171 -2.232 0.10 0.02 -0.05
H -0.794 -1.181 -2.411 -0.21 -0.13 -0.05
H -1.469 -0.612 -1.202 -0.24 -0.06 0.09
O -1.677 -1.071 -2.024 0.36 -0.06 -0.12
```
Forces are in eV/Å.

As for the highest occupied orbital energy: -9.976 eV. The value obtained for the LUMO energy is 0.0268 Ha. The HOMO-LUMO gap comes out at 10.71 eV. Its net charge is 0. As for the energy relative to the best compared isomer or geometry (same formula, charge and spin): 22.7 kcal per mole. The value obtained for the energy is -10948.2840 eV. As for the SMILES: C=CCCC(N)=O.O.